1.
18
Properties=species:S:1:pos:R:3:forces:R:3:nbo_charge:R:1 method="wB97M-V/def2-TZVPD" lumo_ha=0.0278 homo_ev=-8.6 e_above_lowest_kcal_mol=66.5 smiles=CC(C)N.C#CO energy_ev=-8898.8128
C 0.982 -0.296 -0.339 -0.3251 -0.6268 0.3349 -0.041
C 2.284 -0.259 0.460 -0.2086 -0.1516 -0.2547 -0.619
C 0.383 1.087 -0.483 -0.8223 -0.1726 -0.2784 -0.633
N -0.024 -1.220 0.305 0.2192 0.4727 -0.2259 -0.838
H 1.172 -0.725 -1.329 -0.0243 0.0884 0.0870 0.191
H -0.203 -0.891 1.251 0.1170 -0.1002 0.0486 0.374
H 0.349 -2.162 0.369 0.0884 0.0811 0.1048 0.377
H 3.018 0.363 -0.046 0.1005 0.0913 -0.0235 0.218
H 2.706 -1.257 0.572 0.0520 -0.0567 0.0294 0.206
H 2.107 0.157 1.451 -0.0101 0.0402 0.0911 0.204
H -0.646 1.044 -0.888 0.6534 0.0043 0.0529 0.249
H 0.291 1.574 0.487 0.1304 0.0803 0.1117 0.204
H 0.996 1.698 -1.140 0.1173 0.1320 0.0098 0.216
O -2.591 -1.214 -0.374 0.5135 -0.5720 0.0921 -0.708
C -2.921 0.016 -0.199 0.6317 0.8243 0.0893 0.348
C -2.999 1.216 -0.052 -0.4987 -1.1498 -0.0931 -0.489
H -1.562 -1.323 -0.162 -0.6566 0.3621 -0.2778 0.511
H -3.341 2.191 0.117 -0.0777 0.6530 0.1020 0.230

***

2.
18
Properties=species:S:1:pos:R:3:forces:R:3:nbo_charge:R:1 method="wB97M-V/def2-TZVPD" lumo_ha=0.0350 homo_ev=-9.1 e_above_lowest_kcal_mol=62.7 smiles="CCC[C@H](N)C=O" energy_ev=-8898.9779
O -2.079 1.747 0.581 -1.2205 -0.1921 -1.3448 -0.533
C -1.825 0.668 0.076 0.9684 2.0952 3.7431 0.410
C -0.455 0.143 0.518 0.2435 -2.0519 -0.9120 -0.129
C 0.275 0.153 -0.924 2.8139 3.3821 2.8894 -0.401
C 1.594 -0.600 -1.189 -0.9156 -1.5393 1.5283 -0.417
C 2.603 -0.434 -0.074 0.9256 -0.9691 1.1484 -0.624
N -0.727 -1.251 0.966 0.8613 -0.1467 -0.9727 -0.892
H -2.587 0.019 -0.380 0.3221 -0.0510 -0.5005 0.145
H 0.029 0.792 1.337 -0.8825 -0.7388 -1.6082 0.218
H 0.472 1.294 -0.954 -0.6367 -1.6619 -0.8496 0.218
H -0.393 -0.245 -1.592 -1.9690 -0.2098 -1.8850 0.201
H 1.181 -1.620 -1.355 0.9875 -0.0674 0.5440 0.186
H 2.160 -0.438 -2.062 -0.2289 0.9217 -1.6637 0.222
H 3.315 -1.259 0.153 -0.6946 -0.0988 -0.6772 0.216
H 3.326 0.380 -0.210 -0.7360 0.3679 -0.0322 0.213
H 2.048 -0.350 0.850 0.1715 0.5024 0.4706 0.204
H -0.095 -1.844 0.418 -0.5390 -0.2249 1.1106 0.369
H -0.878 -1.531 1.947 0.5289 0.6826 -0.9885 0.392